C33H76BCl2IN3O15P4 | wB97M-V/def2-TZVPD

Kohn-Sham gap = 8.46 eV
LUMO = -0.0912 Eh

ORCA input file:
```
! RIJCOSX wB97M-V def2-TZVPD def2/J DEFGRID3
* xyz 1 1
C 4.84449 -1.05932 -0.35091
C 3.50579 -1.50449 -0.94583
C 3.55707 -1.78696 -2.45699
C 2.44256 -2.72534 -2.91725
C 1.12151 -1.98802 -3.27311
C 0.05658 -2.17182 -2.16354
C -0.82350 -0.90487 -1.99348
N -0.86859 -0.45570 -0.60448
C -1.69842 -1.39664 0.18298
C -0.77340 -2.20862 1.15094
C -0.75077 -3.73195 0.91252
C -1.39236 -4.56612 2.01336
O -1.03972 -4.07787 3.30135
C -2.97596 -0.82818 0.85392
C -3.55444 -1.86915 1.80583
C -5.10001 -1.82698 1.89096
C -5.73663 -2.82724 0.94863
Cl -7.51467 -2.57896 0.96309
N -2.85221 0.58501 1.37406
B -3.41771 0.89162 2.78469
O -4.39404 1.84712 2.80377
C -3.00033 0.29081 4.15253
C -2.59046 1.40470 5.17103
C -1.51280 1.20599 1.06632
C -0.41498 0.87636 2.07576
C -0.03763 2.00389 2.99021
O -0.20332 3.14876 2.80322
Cl 0.79015 1.48021 4.46840
C -1.11251 1.01045 -0.40052
C 0.20601 1.72383 -0.76306
C 0.22900 3.16901 -1.33067
C 0.00323 3.27224 -2.85192
I -0.78016 4.72671 -0.24610
P -2.53917 1.43293 -1.53693
N -3.40689 2.62541 -0.99948
H 5.17445 -0.08331 -0.70627
H 5.63292 -1.76699 -0.61239
H 4.79642 -1.04745 0.73874
H 2.76701 -0.73219 -0.70856
H 3.25595 -2.44275 -0.44157
H 3.49159 -0.82400 -2.96811
H 4.54546 -2.17898 -2.69901
H 2.79272 -3.14385 -3.86349
H 2.27947 -3.52528 -2.19619
H 0.76887 -2.32976 -4.24387
H 1.39490 -0.93236 -3.35491
H -0.58144 -2.98421 -2.51182
H 0.61339 -2.41764 -1.26491
H -0.39100 -0.15746 -2.65792
H -1.79753 -1.17848 -2.41894
H -2.08513 -2.15381 -0.50058
H -0.96769 -2.01122 2.20430
H 0.23531 -1.85290 0.95644
H 0.28885 -4.05042 0.84583
H -1.21746 -4.02904 -0.02927
H -0.99689 -5.58218 1.91203
H -2.47581 -4.67803 1.89964
H -1.56240 -4.54405 3.95882
H -3.71281 -0.80544 0.05175
H -3.07927 -1.94115 2.77840
H -3.34084 -2.82534 1.32479
H -5.45175 -0.81633 1.66322
H -5.41771 -2.03268 2.91229
H -5.42862 -2.64609 -0.07813
H -5.58046 -3.85054 1.27162
H -3.46618 1.16903 0.77877
H -4.01522 2.73068 2.91533
H -3.92176 -0.13925 4.56133
H -2.28487 -0.52966 4.12615
H -2.32273 2.34499 4.69278
H -3.40576 1.60414 5.85985
H -1.77013 1.01491 5.76320
H -1.71823 2.27836 1.16309
H 0.51320 0.55540 1.59960
H -0.64028 0.02557 2.71593
H 0.74372 1.13469 -1.50546
H 0.89244 1.74969 0.08265
H 1.27092 3.46322 -1.23095
H 0.79365 3.84410 -3.32791
H -0.97731 3.67401 -3.10218
H 0.03200 2.27416 -3.29759
H -3.33874 0.27513 -1.55422
H -2.07189 1.52501 -2.85456
H -3.48344 3.37153 -1.67902
C 2.35282 7.60088 8.25458
O 1.82000 7.36839 6.94277
P 0.32130 6.76737 6.90468
O -0.39782 7.30431 8.06475
O 0.75431 5.19880 7.07733
C 2.07527 4.69610 6.88807
O -0.87551 6.39396 5.85957
C -0.53519 6.19234 4.47341
H 3.42504 7.74025 8.12979
H 1.92190 8.49745 8.69072
H 2.17040 6.75127 8.91032
H 2.60581 4.65910 7.84045
H 2.64843 5.28101 6.17378
H 1.99517 3.67665 6.51184
H 0.15093 5.34944 4.36359
H -0.08694 7.09004 4.04658
H -1.45422 5.97370 3.93574
C 4.54279 3.64768 -2.00629
O 4.54626 3.70605 -3.43849
P 5.45931 2.50956 -4.09256
O 5.26630 1.38588 -3.16094
O 6.87085 3.30996 -3.91170
C 6.99209 4.72169 -3.71546
O 6.01266 1.77723 -5.43745
C 5.96296 2.49091 -6.69263
H 4.14087 4.59276 -1.63986
H 3.91313 2.83323 -1.65464
H 5.55275 3.52115 -1.62094
H 7.04527 4.94847 -2.65012
H 6.17636 5.27894 -4.16669
H 7.92590 5.04126 -4.17407
H 6.57765 3.39223 -6.64373
H 4.93764 2.75576 -6.94963
H 6.35756 1.83348 -7.46089
C -0.34171 -6.25994 -5.31356
O -1.76991 -6.35333 -5.22819
P -2.39207 -6.21938 -3.73630
O -1.49179 -5.31341 -2.99768
O -2.15512 -7.80244 -3.39002
C -1.92945 -8.83366 -4.35596
O -3.73274 -6.22081 -2.79704
C -4.97159 -6.70417 -3.36349
H -0.06962 -6.62970 -6.30017
H -0.01501 -5.22798 -5.21470
H 0.13840 -6.87068 -4.55078
H -0.85928 -8.98954 -4.49393
H -2.39347 -8.61927 -5.31377
H -2.35539 -9.75466 -3.96221
H -4.87575 -7.75358 -3.64923
H -5.26192 -6.11045 -4.22978
H -5.74127 -6.61293 -2.60307
*
```

=====

C33H76BF3N4O3S | wB97M-V/def2-TZVPD

ΔE to the lowest compared entry with this formula, charge and spin = 4.928 eV
Kohn-Sham gap = 7.27 eV
LUMO = -0.1643 Eh

ORCA input file:
```
! RIJCOSX wB97M-V def2-TZVPD def2/J DEFGRID3
* xyz 2 1
B -0.06587 0.11926 0.13370
H -0.36476 1.06926 -0.28153
H -0.33882 -0.63442 -0.58859
H 1.01093 0.11443 0.20249
H -0.58296 -0.00278 1.07283
C 2.18694 0.25635 4.96882
C 0.98929 1.08194 4.54035
C 0.92948 1.64099 3.14759
N -0.19055 2.77319 2.82522
C -1.59654 2.15471 3.13951
C -0.16921 3.27975 1.37512
C -0.55309 4.76106 1.46238
C 0.24230 5.20046 2.68851
C 0.01887 4.01295 3.74130
H 2.11471 -0.64123 4.35463
H 2.21309 -0.06644 6.00960
H 3.13284 0.69855 4.65605
H 0.82904 1.69460 5.42752
H 0.14308 0.42057 4.72638
H 0.93457 0.88850 2.35903
H 1.92518 2.02394 2.92389
H -2.37030 2.86325 2.84393
H -1.74892 1.89955 4.18820
H -1.66610 1.24535 2.54259
H -0.80919 2.68077 0.72723
H 0.89637 3.16050 1.17913
H -1.60793 4.75958 1.73697
H -0.37434 5.13027 0.45251
H -0.16238 6.12325 3.10419
H 1.29998 5.30948 2.44866
H -0.83071 4.22611 4.39006
H 0.91342 3.85387 4.34344
C -6.58696 -4.45678 -2.12581
C -5.76333 -3.52072 -1.34014
C -5.74958 -1.96676 -1.89839
N -4.77180 -1.12135 -1.12761
C -4.59766 0.23687 -1.91551
C -5.27995 -0.80464 0.28355
C -4.06876 -0.96939 1.16920
C -3.17862 -2.04559 0.39314
C -3.32341 -1.72332 -1.03061
H -6.08094 -5.42218 -2.13302
H -6.76391 -4.15839 -3.15913
H -7.62732 -4.51697 -1.80624
H -4.80092 -4.03029 -1.38707
H -6.13587 -3.56523 -0.31675
H -6.75011 -1.53442 -1.90989
H -5.49679 -1.92025 -2.95765
H -5.51894 0.80432 -2.04719
H -4.41384 0.03218 -2.97022
H -3.87978 0.88853 -1.41742
H -5.90784 0.07998 0.38981
H -5.88927 -1.67292 0.53438
H -3.55738 -0.04001 1.41987
H -4.24838 -1.50347 2.10226
H -2.14957 -2.15679 0.73489
H -3.56534 -3.04593 0.58772
H -2.64094 -0.92645 -1.32612
H -3.25737 -2.59758 -1.67822
C 5.72827 -1.88595 2.06442
C 4.16104 -1.86503 1.96244
C 3.50639 -3.28343 1.80978
N 2.07480 -3.29283 1.16131
C 1.09816 -2.35267 1.82437
C 1.59790 -4.76163 1.11655
C 0.50416 -4.74275 0.10873
C 0.99837 -3.86661 -0.96375
C 2.11284 -3.10489 -0.32782
H 6.19676 -2.74584 1.58565
H 6.10504 -2.07344 3.06990
H 6.33058 -1.02034 1.78868
H 3.88721 -1.38033 1.02533
H 3.74905 -1.45489 2.88447
H 3.59383 -3.72521 2.80240
H 4.03834 -4.05274 1.25004
H 1.10002 -2.65882 2.87049
H 0.12091 -2.43082 1.34795
H 1.46060 -1.32500 1.84947
H 1.15283 -4.98243 2.08673
H 2.39438 -5.44835 0.82998
H -0.45456 -4.48870 0.56085
H 0.40136 -5.72931 -0.34318
H 0.28383 -3.08700 -1.22786
H 1.50924 -4.35519 -1.79345
H 2.27705 -2.05930 -0.58838
H 3.04690 -3.57132 -0.64097
C 3.92676 -0.09002 -3.38398
C 2.52652 0.41721 -3.05742
C 1.86313 1.10578 -4.18470
N 0.45726 1.71729 -3.81864
C -0.58510 0.64369 -3.50746
C -0.09426 2.55709 -4.99450
C -1.09081 3.54214 -4.39737
C -0.76568 3.56370 -2.88693
C 0.50917 2.83654 -2.74694
H 3.85593 -0.69414 -4.28848
H 4.36344 -0.73697 -2.62315
H 4.67182 0.70549 -3.39607
H 2.53589 1.14331 -2.24452
H 1.74474 -0.30728 -2.82934
H 1.47592 0.48947 -4.99607
H 2.49903 1.80519 -4.72744
H -0.35271 0.25345 -2.51660
H -0.55758 -0.17160 -4.23040
H -1.60039 1.00040 -3.33415
H -0.45876 1.83469 -5.72484
H 0.72267 3.19668 -5.32861
H -2.11323 3.16499 -4.42056
H -1.05605 4.47303 -4.96335
H -1.48444 3.05627 -2.24350
H -0.67397 4.55169 -2.43576
H 0.59809 2.43631 -1.73698
H 1.44114 3.40035 -2.78751
C 4.04066 2.04089 0.11608
F 3.42889 3.02755 -0.57889
F 3.26911 1.00535 0.14016
F 5.20461 1.72175 -0.41279
S 4.49560 2.77845 1.87174
O 5.75065 3.52631 1.60853
O 3.42063 3.68170 2.28332
O 4.71213 1.62759 2.75356
*
```

=====

C33H76N4O7P2S | wB97M-V/def2-TZVPD

Kohn-Sham gap = 8.61 eV
LUMO = 0.0100 Eh
SMILES string = [H]/N=C/C[C@@](CCCCCCCCCCCCCC)(NOC[C@H](C)C(C)C)[C@@](O)(OCP(O)O)[PH2]=S.COC[C@@H](C)N.COC[C@@H](C)N

ORCA input file:
```
! RIJCOSX wB97M-V def2-TZVPD def2/J DEFGRID3
* xyz 0 1
C 9.46886 0.96268 1.55828
C 8.06029 0.45817 1.91056
C 7.91861 -1.05689 1.79929
C 6.48026 -1.53921 1.93970
C 6.35960 -3.05843 1.98465
C 4.90415 -3.53092 2.03828
C 4.22060 -3.53119 0.65966
C 3.91054 -4.93191 0.13240
C 3.10511 -4.92792 -1.17859
C 1.63266 -5.32584 -1.01570
C 0.85405 -4.48093 -0.00159
C 0.20239 -3.24164 -0.61332
C -0.64109 -2.45981 0.40155
C -1.86416 -1.79890 -0.23798
C -2.90665 -1.27712 0.77075
C -2.21380 -0.18663 1.62537
C -2.96459 0.59037 2.67773
N -2.48488 0.67345 3.84419
N -3.41921 -2.38344 1.61064
O -2.79676 -2.37257 2.89515
C -3.09156 -3.59419 3.55018
C -2.20413 -3.69675 4.79134
C -1.60295 -5.09963 4.90485
C -2.92275 -3.16365 6.06707
C -2.24237 -1.87443 6.53967
C -2.96132 -4.15535 7.22991
C -4.18213 -0.81417 -0.00009
O -5.11370 -0.18760 0.81551
O -3.98114 -0.06431 -1.15314
C -3.30025 1.18626 -1.17268
P -4.05027 2.60341 -0.17741
O -4.31378 3.63544 -1.45151
O -2.65341 3.25856 0.40007
P -5.14499 -2.33357 -0.71384
S -6.73578 -2.91714 0.23645
H 9.43079 1.86291 0.94378
H 10.04505 1.21368 2.44934
H 10.02793 0.21189 0.99627
H 7.81660 0.76434 2.93123
H 7.32961 0.93127 1.24842
H 8.31670 -1.37866 0.83057
H 8.52784 -1.53254 2.57644
H 6.06333 -1.13581 2.87029
H 5.88017 -1.13956 1.11444
H 6.91743 -3.43517 2.84669
H 6.83226 -3.47908 1.08832
H 4.36047 -2.84615 2.69650
H 4.84977 -4.52531 2.48742
H 4.85876 -3.01656 -0.06730
H 3.28952 -2.95759 0.70327
H 4.85721 -5.45626 -0.02578
H 3.35862 -5.48812 0.89747
H 3.18499 -3.94288 -1.64999
H 3.55616 -5.64234 -1.87115
H 1.14445 -5.22038 -1.98953
H 1.58999 -6.37668 -0.72056
H 1.51206 -4.15318 0.80871
H 0.07847 -5.08685 0.47844
H -0.39896 -3.54546 -1.47631
H 1.00379 -2.59559 -0.98739
H -0.01327 -1.68738 0.85021
H -0.93869 -3.12855 1.21677
H -2.33628 -2.52127 -0.90898
H -1.51867 -0.98154 -0.87631
H -1.78801 0.54565 0.93766
H -1.37468 -0.63735 2.14902
H -3.87056 1.12156 2.38550
H -3.06789 1.27542 4.42516
H -3.13400 -3.27210 1.19556
H -4.15580 -3.63215 3.81183
H -2.90310 -4.43552 2.86458
H -1.36304 -3.02284 4.60050
H -1.11214 -5.36029 3.96475
H -2.34413 -5.86322 5.14345
H -0.82942 -5.12272 5.67390
H -3.95580 -2.91113 5.80986
H -2.02791 -1.20875 5.70201
H -1.28492 -2.12130 7.01107
H -2.85200 -1.34442 7.27430
H -3.37425 -5.12543 6.95267
H -1.96660 -4.28820 7.66084
H -3.59969 -3.75462 8.02132
H -5.16682 -0.68933 1.64685
H -3.35977 1.51274 -2.21028
H -2.23287 1.07142 -0.95992
H -3.67744 4.36688 -1.41551
H -1.87622 2.90910 -0.06743
H -4.20525 -3.35649 -0.92655
H -5.41144 -1.89355 -2.01677
C 1.14646 4.04325 -4.20597
C -0.15056 3.24388 -4.20323
C -1.09195 3.58867 -3.04317
O -0.69763 3.03926 -1.79036
C 0.29505 3.78082 -1.09248
N 0.16320 1.81465 -4.26881
H 1.84582 3.67143 -3.45602
H 1.63912 3.95445 -5.17358
H 0.95458 5.09947 -4.01769
H -0.69509 3.49414 -5.11695
H -2.07170 3.15245 -3.25300
H -1.22805 4.67273 -2.95145
H 0.18027 4.85340 -1.27047
H 1.30272 3.47642 -1.37865
H 0.17581 3.59311 -0.02440
H -0.68836 1.27633 -4.39639
H 0.53083 1.52252 -3.36791
C -2.99303 8.34170 -6.54612
C -2.31062 7.01278 -6.85163
C -2.10508 6.11923 -5.62250
O -1.04555 6.51672 -4.76782
C -1.37432 7.53423 -3.84063
N -1.06753 7.27078 -7.57875
H -2.30409 9.04546 -6.07836
H -3.34349 8.79902 -7.47024
H -3.85004 8.20699 -5.88366
H -2.96727 6.45050 -7.52326
H -1.83580 5.12129 -5.97615
H -3.03532 6.02481 -5.04577
H -2.40579 7.43220 -3.48830
H -1.23926 8.53348 -4.25926
H -0.69867 7.42995 -2.99057
H -0.66656 6.39630 -7.90267
H -0.38600 7.64875 -6.92689
*
```

=====

no.,DFT total energy (eV)
1,-141608.24520
2,-67199.48327
3,-85157.01719